# 1
The following is a quantum chemistry calculation of a structure of composition C27H33BrFMgN10OS, from the Open Molecules 2025 dataset.

Properties
HOMO energy	-9.92	eV
total energy	-4943.61671	Eh
gap between HOMO and LUMO	7.9269	eV
total charge	+1

Element x y z (Å)
Mg 0.493883 0.481663 0.329952
N -2.441600 3.464004 1.310523
C -2.244835 3.238173 2.650850
C -1.265850 2.294493 2.724584
N -0.862752 1.941005 1.463243
C -1.592014 2.659857 0.634407
C -1.473143 2.460751 -0.796463
N -0.861777 1.389773 -1.252298
C -0.854295 1.500352 -2.617722
C -1.482104 2.653482 -2.983502
N -1.872725 3.257883 -1.811561
H -3.146474 4.063168 0.916587
H -2.799523 3.760312 3.409039
H -0.844020 1.865020 3.614647
H -0.446857 0.721349 -3.240864
H -1.693400 3.084765 -3.945370
H -2.317092 4.156669 -1.736584
F -1.746127 -5.297142 1.650315
C -1.253609 -4.057998 1.407203
C 0.039545 -3.762482 1.781459
C 0.525187 -2.481338 1.516761
C -0.225245 -1.490349 0.864583
C -1.530634 -1.870469 0.513984
C -2.061225 -3.126523 0.787193
H 0.640987 -4.515548 2.275918
H 1.547640 -2.270881 1.827458
H -2.171554 -1.159079 -0.002187
H -3.080118 -3.388577 0.529836
C -0.426942 -4.930278 -2.477843
N -1.733866 -4.339370 -2.694630
C -2.819122 -5.044939 -2.019616
C -1.841397 -3.038834 -3.073312
S -0.508625 -2.020336 -3.130172
N -3.093026 -2.609417 -3.394681
C -3.344405 -1.186299 -3.527694
C -3.997664 -3.435731 -4.188613
H -0.528392 -6.013850 -2.534698
H -0.030542 -4.661912 -1.491989
H 0.264541 -4.591316 -3.244038
H -2.466576 -5.388096 -1.045900
H -3.149625 -5.914426 -2.591916
H -3.663497 -4.380960 -1.861826
H -2.858078 -0.647924 -2.718046
H -4.422013 -1.028286 -3.477147
H -2.968555 -0.794900 -4.478441
H -3.599919 -4.437160 -4.307392
H -4.107701 -2.993820 -5.182526
H -4.983722 -3.492688 -3.724380
C 3.732073 2.903914 -2.652153
N 3.362437 1.517016 -2.387505
C 3.940227 0.468487 -3.032373
C 3.612598 -0.811286 -2.759318
C 2.613474 -1.031212 -1.758935
N 2.023112 0.004927 -1.171052
C 2.392967 1.279254 -1.425877
O 1.878620 2.203625 -0.791217
N 2.264659 -2.249863 -1.367494
H 4.545598 2.923651 -3.372060
H 4.046176 3.383415 -1.728004
H 2.876393 3.446529 -3.049576
H 4.684089 0.726752 -3.773399
H 4.087423 -1.631137 -3.274549
H 2.536672 -3.048636 -1.912829
H 1.444797 -2.330968 -0.771197
Br 6.179438 0.364941 2.201543
C 4.347081 0.323246 2.649429
C 3.934013 0.059284 3.943256
C 2.572368 0.031894 4.192773
C 1.695203 0.269472 3.149473
N 2.096813 0.542062 1.906649
C 3.406409 0.558557 1.663232
H 4.654868 -0.128586 4.726871
H 2.193917 -0.187330 5.180963
H 0.626380 0.192788 3.295119
H 3.726549 0.772512 0.654098

Atoms 1-6, force components in eV/Å:
-0.08 -0.07 0.01
-0.01 0.00 -0.12
0.09 -0.04 0.04
-0.11 0.14 0.06
0.14 0.01 -0.14
-0.05 -0.03 0.16

# 2
The following is a quantum chemistry calculation of a structure of composition C27H33CeF6N5O5S3 in a non-equilibrium geometry, from the Open Molecules 2025 dataset.

Properties
HOMO energy (alpha / beta)	-7.45 / -7.45	eV
total energy	-3967.51774	Eh
gap between HOMO and LUMO (alpha / beta)	5.5977 / 5.5935	eV
total charge	0

Element x y z (Å)
Ce 0.278629 -1.427903 0.066318
N 2.321544 2.338189 0.811775
C 2.563616 1.046334 1.086613
O 2.279933 0.133793 0.290433
C 3.246234 0.787415 2.418141
C 2.201674 0.521020 3.537817
H 1.670463 2.506126 0.053682
H 2.276363 2.981672 1.585259
H 3.861278 1.642600 2.696943
H 3.871528 -0.093868 2.284940
H 2.707051 0.516721 4.504696
H 1.761449 -0.458747 3.373692
F -3.638375 -0.573650 3.576181
C -2.537355 -1.266265 3.876165
F -1.749163 -0.485661 4.621948
F -2.916553 -2.301877 4.629077
S -1.684897 -1.952945 2.349010
O -1.045807 -0.779218 1.715399
O -2.829751 -2.435667 1.628343
N -0.759290 -2.929394 3.105800
S 0.409895 -3.372043 1.990334
O -0.442280 -3.321657 0.712882
O 1.280997 -2.134681 1.907644
C 2.285480 -3.771809 -0.558537
F 1.081912 -3.591846 -1.356553
F 2.623442 -2.369811 -0.418064
F 3.172108 -4.139623 -1.550501
C -2.040184 -3.383325 -1.808811
C -2.777336 -2.140210 -1.408487
C -4.186280 -2.163368 -1.378922
C -4.873925 -1.016765 -1.130063
C -4.168316 0.195569 -0.967979
C -4.828824 1.436260 -0.890417
C -4.096060 2.590585 -0.824899
C -2.701091 2.538221 -0.805068
C -2.009307 1.338422 -0.823832
S -0.276722 1.335231 -0.783592
C -2.750646 0.126923 -0.945627
N -2.082233 -1.049800 -1.136878
H -2.629791 -3.960137 -2.518534
H -1.858040 -4.002234 -0.929802
H -1.082553 -3.124008 -2.256926
H -4.702191 -3.096287 -1.559018
H -5.956561 -1.011607 -1.091755
H -5.910546 1.456145 -0.929066
H -4.594435 3.551049 -0.789962
H -2.122259 3.451520 -0.783947
C -0.475545 4.104979 5.196697
C -0.640918 3.502104 3.795659
C -2.077987 2.998955 3.618449
C -0.320919 4.556375 2.727292
C 0.300745 2.384001 3.641812
C 1.151378 1.537954 3.570630
H -1.192182 4.913760 5.349616
H 0.531841 4.499886 5.334316
H -0.650149 3.340488 5.953618
H -2.765382 3.839441 3.505489
H -2.385143 2.420294 4.486094
H -2.157751 2.362643 2.738692
H -1.013865 5.394984 2.816678
H -0.418417 4.117412 1.735207
H 0.696843 4.933782 2.850478
N 0.605825 -1.148409 -2.401105
C 1.131623 -1.357435 -3.410080
N 1.715455 -1.632758 -4.554115
C 2.095489 -0.522161 -5.433248
C 3.437703 0.073670 -5.008618
C 4.507098 -1.018526 -4.910658
C 4.039980 -2.137537 -3.979636
C 2.724448 -2.708973 -4.495577
H 1.306499 0.229316 -5.409270
H 2.164833 -0.924372 -6.446333
H 3.316810 0.548345 -4.030607
H 3.733233 0.844206 -5.722998
H 5.439306 -0.585557 -4.545211
H 4.699821 -1.431881 -5.906105
H 3.876178 -1.741032 -2.974881
H 4.781316 -2.931588 -3.901075
H 2.358366 -3.507259 -3.855763
H 2.840639 -3.094497 -5.511298

Atoms 1-6, force components in eV/Å:
1.94 3.72 -4.56
-0.11 -0.43 -0.23
0.23 0.38 0.21
-0.40 0.03 0.44
-0.35 -0.27 -0.06
0.07 0.12 -0.37

# 3
The following is a quantum chemistry calculation of a structure of composition C27H33ClFeN15O4, from the Open Molecules 2025 dataset.

Properties
HOMO energy (alpha / beta)	-13.71 / -13.71	eV
total energy	-3894.19885	Eh
spin multiplicity	6
gap between HOMO and LUMO (alpha / beta)	7.6190 / 6.3479	eV
total charge	+2

Element x y z (Å)
Fe 0.120648 -0.203484 0.571315
C -0.739764 -3.389811 -2.548910
C -0.032496 -2.565873 -1.675918
N -0.657041 -1.890383 -0.721417
C -1.988794 -2.048327 -0.612911
C -2.676438 -2.855541 -1.503352
N -2.052236 -3.518288 -2.473929
C -2.601694 -1.417102 0.573083
C -3.957448 -1.370857 0.829495
C -4.409000 -0.835727 2.035495
C -3.457085 -0.410595 2.961460
C -2.121020 -0.473362 2.627253
N -1.705408 -0.937823 1.444604
C -1.005628 -0.081177 3.511192
C -1.130885 0.192618 4.868550
N -0.076797 0.456552 5.626274
C 1.111424 0.440824 5.036463
C 1.246919 0.189501 3.679039
N 0.189380 -0.062724 2.918254
C -5.853643 -0.735442 2.323972
C -6.752698 -0.368481 1.328711
C -8.098546 -0.281711 1.652896
N -8.577867 -0.544554 2.863746
C -7.714886 -0.899208 3.809282
C -6.348256 -1.001914 3.595910
H -0.223090 -3.940698 -3.324364
H 1.035975 -2.444565 -1.763215
H -3.747272 -2.993080 -1.432764
H -4.670321 -1.751972 0.112452
H -3.771553 0.004379 3.908365
H -2.097245 0.191328 5.356304
H 1.977945 0.636407 5.655368
H 2.219591 0.191252 3.206604
H -6.419830 -0.116878 0.329815
H -8.823525 0.015825 0.904435
H -8.133999 -1.113976 4.785278
H -5.698701 -1.316293 4.402751
C 3.553094 -3.562928 0.591780
N 3.961601 -2.168824 0.433890
C 5.356584 -1.868720 0.105432
C 3.033826 -1.208033 0.542720
N 1.764176 -1.440987 0.728269
N 3.510413 0.093699 0.451663
C 2.824633 1.260906 0.735139
N 3.600797 2.357207 0.825327
N 1.541534 1.279391 0.860292
H 4.441892 -4.181817 0.647430
H 2.951982 -3.903626 -0.254627
H 2.996817 -3.701503 1.520104
H 5.862927 -2.798542 -0.129114
H 5.882278 -1.408048 0.945239
H 5.428962 -1.237905 -0.782677
H 1.555939 -2.430078 0.775182
H 4.502012 0.190923 0.315437
H 4.604643 2.308139 0.868955
H 3.184081 3.245587 1.050930
H 1.156747 2.180862 1.128038
O -2.985642 2.340467 0.201709
Cl -1.583074 2.229177 0.205813
O -0.914931 3.274209 -0.480169
O -1.215737 0.922352 -0.468531
O -1.046080 2.092758 1.548818
C 3.704683 3.368604 -3.734810
C 2.725040 3.087389 -4.870409
C 3.174446 1.897354 -5.712457
C 1.292576 2.915540 -4.362201
N 1.141476 1.752254 -3.483117
C 1.362837 1.628562 -2.175701
N 1.109194 0.385137 -1.826424
N 0.727594 -0.240798 -2.960367
N 0.747328 0.565518 -3.951632
H 4.691182 3.601884 -4.133565
H 3.818449 2.490895 -3.089847
H 3.385005 4.215087 -3.122685
H 2.684414 3.971637 -5.512618
H 3.239068 0.988417 -5.109169
H 4.161407 2.083962 -6.134461
H 2.487250 1.702772 -6.535951
H 0.600724 2.751209 -5.185772
H 0.960911 3.784116 -3.793556
H 1.658227 2.436951 -1.533892

Atoms 1-6, force components in eV/Å:
0.26 -0.40 0.20
0.02 0.01 0.03
-0.05 0.05 0.05
-0.17 0.09 0.01
0.04 -0.01 0.03
0.09 -0.02 -0.07